Run a
{
  "formula": "C8H16N2",
  "method": "ωB97M-V/def2-TZVPD",
  "symbols": ["C", "C", "C", "C", "C", "C", "C", "C", "H", "H", "H", "H", "H", "H", "H", "H", "H", "H", "H", "H", "H", "H", "H", "H", "N", "N"],
  "coordinates": [[0.352, 2.463, -0.392], [0.290, 0.339, -1.577], [0.693, -1.029, -1.087], [1.666, -0.814, 0.088], [0.901, 0.298, 0.798], [-0.164, -0.299, 1.694], [-1.197, -1.058, 0.798], [-0.514, -1.725, -0.424], [-0.389, 2.990, -0.995], [1.378, 2.711, -0.871], [0.182, 2.894, 0.598], [1.041, 0.820, -2.189], [-0.633, 0.534, -2.142], [1.014, -1.696, -1.880], [1.871, -1.619, 0.778], [2.592, -0.262, -0.248], [1.599, 1.055, 1.170], [-0.682, 0.436, 2.247], [0.232, -1.004, 2.410], [-1.699, -1.977, 1.252], [-1.845, 0.770, 0.164], [-2.929, -0.117, 1.116], [-0.264, -2.809, -0.265], [-1.420, -1.782, -1.065], [0.189, 1.054, -0.329], [-2.263, -0.174, 0.352]],
  "mulliken_charge": [-1.2037, -1.0469, 0.0739, -1.0242, -0.0490, -1.4485, 0.3184, -1.3724, 0.3106, 0.2962, 0.3810, 0.4762, 0.3678, 0.3814, 0.4690, 0.3438, 0.5456, 0.5086, 0.3800, 0.4928, 0.2486, 0.2583, 0.3837, 0.4774, 0.2045, -0.7730],
  "charge": 0,
  "lumo_ev": 0.949,
  "homo_energy_ev": -8.0,
  "gap_ev": 8.97,
  "smiles": "CN1C[C@@H]2C[C@H](N)C[C@H]1C2"
}



Run b
{
  "formula": "C8H16N2",
  "method": "ωB97M-V/def2-TZVPD",
  "symbols": ["C", "C", "C", "C", "N", "N", "H", "H", "H", "H", "H", "H", "C", "C", "C", "C", "H", "H", "H", "H", "H", "H", "H", "H", "H", "H"],
  "coordinates": [[-1.131, 2.103, 2.034], [0.167, 3.628, -1.097], [-0.381, 2.674, 0.893], [0.984, 3.211, 1.016], [-0.813, 3.014, -0.421], [1.341, 3.804, -0.207], [0.326, 3.879, -2.104], [2.206, 4.297, -0.401], [1.648, 3.207, 1.885], [-0.530, 1.150, 2.417], [-2.133, 1.715, 1.586], [-1.383, 2.660, 2.962], [0.046, -2.825, -0.776], [1.485, -2.462, -0.499], [-0.880, -3.126, 0.395], [-0.753, -1.779, -1.580], [0.157, -3.886, -1.248], [2.207, -3.100, 0.081], [1.561, -1.429, -0.090], [-1.134, -2.222, 0.790], [-1.822, -3.616, 0.187], [-0.575, -3.811, 1.103], [-0.589, -2.052, -2.590], [-1.824, -1.874, -1.344], [-0.318, -0.722, -1.601], [2.137, -2.437, -1.391]],
  "mulliken_charge": [-0.9574, -0.2011, 0.6357, -0.5029, -0.6164, -0.1180, 0.4048, 0.1964, 0.3837, 0.2203, 0.2597, 0.3005, 1.1228, -1.3160, -1.8086, -1.3328, 0.0898, 0.3312, 0.2657, 0.4524, 0.4044, 0.4404, 0.3850, 0.3457, 0.2765, 0.3381],
  "charge": 0,
  "lumo_ev": 0.872,
  "homo_energy_ev": -8.2,
  "gap_ev": 9.08,
  "smiles": "Cc1c[nH]cn1.CC(C)C"
}



Of them, run b has the lowest stability.



Run a
{
  "formula": "C3H3Br2N",
  "method": "ωB97M-V/def2-TZVPD",
  "symbols": ["C", "C", "C", "N", "Br", "Br", "H", "H", "H"],
  "coordinates": [[1.229, -0.024, -1.935], [-0.990, 0.007, 0.229], [0.261, 0.627, 0.693], [1.379, -0.988, -2.522], [-1.708, -0.749, 1.931], [1.610, -0.562, 1.401], [-1.663, 0.807, -0.071], [-0.782, -0.822, -0.503], [0.663, 1.703, 0.779]],
  "mulliken_charge": [0.2042, -0.2943, -0.6424, -0.2153, -0.1238, -0.0153, 0.3215, 0.3773, 0.3880],
  "charge": 0,
  "lumo_ev": [0.556, -4.524],
  "homo_energy_ev": [-8.7, -10.2],
  "gap_ev": [9.22, 5.69],
  "s_squared": 2.017,
  "multiplicity": 3
}



Run b
{
  "formula": "C3H3Br2N",
  "method": "ωB97M-V/def2-TZVPD",
  "symbols": ["C", "C", "C", "N", "Br", "Br", "H", "H", "H"],
  "coordinates": [[-0.201, 1.540, 0.069], [-0.281, -0.839, -0.476], [0.321, 0.246, 0.164], [-0.498, 2.606, -0.152], [0.318, -2.606, 0.072], [2.274, 0.356, 0.102], [-1.428, -0.752, -0.533], [0.099, -0.756, -1.547], [-0.604, 0.204, 2.300]],
  "mulliken_charge": [0.3645, -0.4236, -0.2802, -0.3178, -0.1053, -0.0495, 0.3834, 0.3494, 0.0792],
  "charge": 0,
  "lumo_ev": [-0.057, -2.572],
  "homo_energy_ev": [-9.0, -10.8],
  "gap_ev": [8.95, 8.20],
  "s_squared": 2.012,
  "multiplicity": 3
}



Of them, run a has the lowest stability.



Run a
{
  "formula": "C5H4S",
  "method": "ωB97M-V/def2-TZVPD",
  "symbols": ["C", "C", "C", "C", "C", "H", "H", "H", "H", "S"],
  "coordinates": [[2.084, 0.583, 0.130], [0.633, 0.673, -0.292], [-0.119, -0.430, -0.088], [-1.576, -0.404, -0.145], [-2.822, -0.600, -0.094], [2.707, 1.430, 0.757], [0.031, 1.692, -0.892], [0.202, -1.427, 0.469], [-3.804, -0.600, 0.333], [2.664, -0.918, -0.177]],
  "mulliken_charge": [-0.1980, 0.0877, -0.0240, -0.5260, -0.2134, 0.2752, 0.2283, 0.2332, 0.3603, -0.2233],
  "charge": 0,
  "lumo_ev": -1.023,
  "homo_energy_ev": -8.6,
  "gap_ev": 7.60,
  "smiles": "C#C/C=C/C=S"
}



Run b
{
  "formula": "C5H4S",
  "method": "ωB97M-V/def2-TZVPD",
  "symbols": ["C", "C", "C", "C", "C", "H", "H", "H", "H", "S"],
  "coordinates": [[1.959, 0.540, 0.006], [0.544, 0.456, -0.014], [-0.228, -0.748, 0.016], [-1.600, -0.614, 0.042], [-2.738, -0.203, -0.118], [2.347, 1.543, 0.110], [0.162, 1.446, -0.058], [0.251, -1.734, 0.174], [-3.793, -0.071, -0.096], [3.095, -0.616, -0.063]],
  "mulliken_charge": [-0.3551, -0.0820, -0.1975, -0.4356, -0.0312, 0.2792, 0.3179, 0.3427, 0.4159, -0.2543],
  "charge": 0,
  "lumo_ev": -1.534,
  "homo_energy_ev": -8.7,
  "gap_ev": 7.20,
  "smiles": "C#C/C=C/C=S"
}



Of them, run a has the lowest stability.



Run a
{
  "formula": "C2H4OS2",
  "method": "ωB97M-V/def2-TZVPD",
  "symbols": ["C", "C", "O", "S", "S", "H", "H", "H", "H"],
  "coordinates": [[1.236, -0.001, 0.931], [0.329, -0.580, 0.119], [-1.148, 1.652, -0.201], [-2.522, -0.887, 0.076], [-1.105, 0.265, -0.681], [1.927, -0.523, 1.634], [1.416, 1.143, 0.874], [0.324, -1.607, 0.255], [-0.456, 0.537, -3.007]],
  "mulliken_charge": [-0.4694, -0.2187, -0.4928, -0.1970, 0.4191, 0.2503, 0.2063, 0.4289, 0.0733],
  "charge": 0,
  "lumo_ev": [-2.778, -1.070],
  "homo_energy_ev": [-9.6, -9.8],
  "gap_ev": [6.83, 8.72]
}



Run b
{
  "formula": "C2H4OS2",
  "method": "ωB97M-V/def2-TZVPD",
  "symbols": ["C", "C", "O", "S", "S", "H", "H", "H", "H"],
  "coordinates": [[0.374, -0.915, -0.314], [0.857, -2.113, 0.429], [-1.115, 3.430, -1.179], [-0.224, 0.547, -0.440], [-0.859, 3.285, 0.511], [0.341, -2.158, 1.455], [1.852, -1.847, 0.684], [0.750, -3.095, 0.006], [-1.975, 2.866, -1.151]],
  "mulliken_charge": [0.1817, -0.6005, -0.4538, -0.1683, -0.1097, 0.2594, 0.2530, 0.2708, 0.3673],
  "charge": 0,
  "lumo_ev": [-1.306, -0.241],
  "homo_energy_ev": [-7.3, -8.8],
  "gap_ev": [6.00, 8.60]
}



Run c
{
  "formula": "C2H4OS2",
  "method": "ωB97M-V/def2-TZVPD",
  "symbols": ["C", "C", "O", "S", "S", "H", "H", "H", "H"],
  "coordinates": [[1.530, -0.270, -0.310], [-1.098, -0.772, 0.210], [3.945, 1.070, -0.164], [3.169, -0.414, 0.041], [0.636, -1.595, 0.180], [3.361, 1.788, 0.143], [-1.341, -0.325, -0.763], [-1.371, -0.082, 0.975], [-1.678, -1.670, 0.295]],
  "mulliken_charge": [-0.1631, -0.8230, -0.4511, 0.1773, 0.0058, 0.3406, 0.3042, 0.3156, 0.2936],
  "charge": 0,
  "lumo_ev": -0.057,
  "homo_energy_ev": -8.9,
  "gap_ev": 8.82
}



Of them, run a has the lowest stability.